The following is a quantum chemistry calculation of C37H34CoI2N8P2 as an isolated structure, from the OMol25 dataset.

The geometry in XYZ format:
```
84
Properties=species:S:1:pos:R:3:lowdin_charge:R:1
Co 0.00 -0.90 0.47 0.19
C 2.24 -5.89 0.13 0.02
N 1.70 -4.67 0.74 -0.09
C 1.62 -4.44 2.08 0.00
C 1.05 -3.21 2.23 -0.13
N 0.79 -2.69 0.98 -0.08
C 1.19 -3.60 0.11 -0.43
P 0.89 -3.46 -1.67 1.22
C -0.84 -2.92 -1.47 -0.41
N -1.30 -1.94 -0.67 0.04
C -2.66 -1.93 -0.87 -0.11
C -3.01 -2.88 -1.78 0.00
N -1.85 -3.49 -2.14 -0.10
C -1.75 -4.59 -3.12 0.01
C 1.52 -1.77 -1.88 -0.43
N 1.09 -0.72 -1.17 -0.05
C 1.73 0.37 -1.70 -0.11
C 2.54 -0.03 -2.72 0.01
N 2.39 -1.38 -2.82 -0.09
C 3.09 -2.24 -3.79 0.02
H 2.79 -6.44 0.89 0.11
H 2.92 -5.63 -0.68 0.09
H 1.43 -6.51 -0.25 0.11
H 1.96 -5.15 2.81 0.15
H 0.80 -2.71 3.15 0.10
H -3.34 -1.26 -0.39 0.10
H -3.96 -3.17 -2.17 0.15
H -2.74 -4.78 -3.51 0.11
H -1.37 -5.49 -2.64 0.10
H -1.09 -4.30 -3.94 0.10
H 1.56 1.38 -1.37 0.08
H 3.18 0.53 -3.38 0.15
H 3.53 -1.60 -4.55 0.11
H 2.38 -2.92 -4.26 0.09
H 3.88 -2.80 -3.29 0.11
I 2.13 -0.12 1.72 1.52
C 2.98 1.62 0.95 -0.56
C 4.34 1.58 0.94 -0.13
C 5.06 2.75 0.64 -0.03
C 4.38 3.91 0.44 0.02
C 2.96 3.95 0.46 -0.13
C 2.31 5.20 0.34 0.02
C 0.95 5.28 0.40 -0.01
C 0.20 4.10 0.49 -0.08
C 0.78 2.85 0.57 -0.31
P -0.49 1.53 0.38 1.10
C -1.70 2.00 1.64 -0.37
C -1.22 2.34 2.91 -0.11
C -2.08 2.77 3.90 -0.05
C -3.44 2.88 3.63 -0.04
C -3.93 2.54 2.38 -0.05
C -3.07 2.11 1.38 -0.07
C -1.21 1.91 -1.25 -0.34
C -2.31 1.15 -1.66 -0.13
C -2.93 1.38 -2.88 -0.04
C -2.45 2.37 -3.72 -0.04
C -1.35 3.12 -3.34 -0.04
C -0.73 2.90 -2.12 -0.07
C 2.20 2.76 0.66 -0.22
H 4.88 0.67 1.19 0.10
H 6.14 2.73 0.62 0.13
H 4.91 4.84 0.27 0.14
H 2.91 6.09 0.21 0.14
H 0.44 6.23 0.35 0.13
H -0.88 4.18 0.47 0.13
H -0.15 2.30 3.12 0.11
H -1.70 3.05 4.87 0.12
H -4.12 3.24 4.40 0.12
H -4.99 2.64 2.16 0.12
H -3.47 1.88 0.41 0.10
H -2.69 0.40 -1.00 0.05
H -3.80 0.79 -3.16 0.12
H -2.93 2.56 -4.67 0.12
H -0.97 3.89 -3.99 0.12
H 0.13 3.50 -1.86 0.10
I -4.68 -1.25 4.40 1.00
C -2.80 -1.08 3.62 -0.75
C -1.62 -0.81 4.28 -0.10
N -0.65 -0.76 3.37 -0.02
N -1.11 -0.99 2.11 -0.07
C -2.42 -1.19 2.28 -0.16
H -1.41 -0.64 5.33 0.15
H 0.31 -0.49 3.53 0.04
H -3.07 -1.42 1.46 0.09
```

As for the net charge: +3. Its highest occupied orbital energy (alpha / beta) is -15.65 / -15.65 eV. Its lowest unoccupied orbital energy (alpha / beta) is -9.129 / -9.129 eV. The value obtained for the energy above the lowest of the compared OMol25 structures with the same formula, charge and spin is 0.00 kJ/mol.

The following is a quantum chemistry calculation of one molecule with the formula C6H4Cl2O2, from the OMol25 dataset.

The geometry in XYZ format:
```
14
Properties=species:S:1:pos:R:3:lowdin_charge:R:1
O 2.40 1.77 -0.50 -0.01
C 1.23 1.04 -0.11 -0.26
C -0.05 1.72 0.02 0.05
C -1.25 1.04 0.10 -0.19
O -2.41 1.97 0.47 0.02
C -1.25 -0.36 -0.30 -0.57
Cl -2.64 -1.41 -0.13 0.67
C -0.07 -1.04 -0.10 -0.14
C 1.22 -0.36 -0.18 -0.49
Cl 2.72 -1.26 0.33 0.61
H 3.18 1.20 -0.18 0.10
H -0.27 2.72 0.24 0.11
H -3.07 1.34 0.53 0.01
H -0.12 -2.07 -0.27 0.08
```

As for the net charge: 0. Its highest occupied orbital energy is -9.16 eV. As for the SMILES: Oc1cc(O)c(Cl)cc1Cl. Its lowest unoccupied orbital energy is 0.242 eV. The value obtained for the energy above the lowest of the compared OMol25 structures with the same formula, charge and spin is 228.13 kJ/mol.

The following is a quantum chemistry calculation of C3H4ClFO as an isolated structure, from the OMol25 dataset.

The geometry in XYZ format:
```
10
Properties=species:S:1:pos:R:3:lowdin_charge:R:1
C -0.15 0.13 0.71 -0.85
C 1.01 -0.39 -0.16 -0.11
C -0.85 0.26 -0.61 -0.21
H 1.90 0.22 -0.36 0.13
H 1.36 -1.36 0.12 0.12
H -1.00 1.34 -0.94 0.15
H -1.81 -0.30 -0.63 0.14
O 0.12 -0.42 -1.31 -0.08
F -0.66 -0.94 1.40 -0.01
Cl 0.09 1.46 1.80 0.72
```

As for the net charge: 0. Its highest occupied orbital energy is -10.43 eV. Its lowest unoccupied orbital energy is 0.901 eV. The value obtained for the energy above the lowest of the compared OMol25 structures with the same formula, charge and spin is 85.90 kJ/mol.

The following is a quantum chemistry calculation of a 2-piece molecular cluster, C3H11N2O2 overall, from the OMol25 dataset.

The geometry in XYZ format:
```
18
Properties=species:S:1:pos:R:3:lowdin_charge:R:1
C 0.39 -0.44 0.69 -0.27
N 0.43 0.83 0.01 -0.10
C 1.80 1.45 -0.04 -0.57
O 1.65 2.77 0.13 -0.37
C -0.33 -1.54 -0.14 -0.24
N -1.44 -2.17 0.64 -0.06
H 1.35 -0.92 0.99 0.09
H 0.12 -0.34 1.77 0.11
H -0.10 1.64 0.36 0.09
H 2.62 1.03 0.59 0.07
H 2.21 1.23 -1.10 0.07
H -0.86 -1.22 -1.02 0.09
H 0.34 -2.41 -0.29 0.09
H -1.28 -2.25 1.64 0.04
H -2.30 -1.63 0.60 0.05
H -1.54 2.00 -2.01 0.03
H -1.15 0.77 -1.19 -0.02
O -1.91 1.19 -1.64 -0.11
```

As for the net charge: -1. Its highest occupied orbital energy is -2.53 eV. Its lowest unoccupied orbital energy is 3.954 eV. The value obtained for the energy above the lowest of the compared OMol25 structures with the same formula, charge and spin is 143.81 kJ/mol.

Question: The highest net charge belongs to which entry?
Answer: C37H34CoI2N8P2

Question: net charge of number 4 (C3H11N2O2)?
Answer: -1